Molecular formula: H20O10
Method: DFT, the ωB97M-V functional and the def2-TZVPD basis

Structure (XYZ):
```
30
Properties=species:S:1:pos:R:3:forces:R:3
O 2.07047 -2.50078 -0.81015 1.10 -2.75 -1.11
H 1.42044 -3.25233 -0.84822 0.59 1.21 0.26
H 2.87224 -2.98562 -1.22529 -1.76 1.49 1.00
O -0.11133 1.34096 2.45251 -2.48 -1.94 -0.44
H 0.62689 1.66784 2.87944 2.30 1.33 1.44
H -0.29881 1.89881 1.71929 0.02 0.86 -0.92
O -0.14660 0.67950 -4.35794 -0.73 -2.07 -0.46
H -0.00757 0.17009 -3.54896 0.24 0.52 -0.19
H 0.08592 1.57063 -4.23209 0.57 1.55 0.62
O -3.49353 2.51871 -0.29124 1.84 -1.24 1.17
H -3.93848 1.95192 -0.94140 0.33 -0.10 0.45
H -2.79855 1.95800 0.22289 -2.23 1.28 -1.63
O 1.92227 -0.39294 1.73072 2.49 -1.05 -2.13
H 1.91943 -0.22023 0.76199 0.08 -0.21 1.02
H 1.13916 -0.00122 2.01246 -2.38 1.19 0.91
O -3.24264 -0.36671 3.06969 -0.70 -4.06 0.29
H -2.73997 0.27301 2.64566 1.59 1.89 -1.14
H -2.89131 -1.25222 2.70766 -0.85 2.15 0.93
O 2.78975 -0.14718 -2.43107 2.42 -0.34 -0.86
H 2.69077 -0.17058 -1.46853 0.40 -0.33 -0.35
H 3.75415 -0.42712 -2.68059 -2.81 0.81 1.09
O 1.77755 2.23166 -0.12450 -6.81 -2.60 -4.48
H 2.34621 2.37102 -0.82520 1.19 0.21 -3.45
H 2.33139 2.44752 0.47255 5.61 2.27 7.89
O -2.79510 -0.59689 -1.87944 -2.92 5.27 0.82
H -2.30022 -1.32856 -1.95908 3.19 -3.71 -0.32
H -2.28588 0.20862 -1.62171 -0.24 -1.51 -0.51
O 0.73907 -2.77356 2.82570 1.25 2.54 -4.50
H 0.33146 -2.08403 2.11307 0.99 -2.36 2.79
H 1.66335 -2.73762 2.34183 -2.29 -0.31 1.80
```
Forces are in eV/Å.

Calculated values
Molecular weight, g/mol: 180.15
Relative energy (zero: lowest compared OMol25 entry of this formula, charge and spin), kJ/mol: 532.4
DFT total energy, Eh: -764.27913
E_LUMO, eV: -0.417
Multiplicity: 1
SMILES string: O.O.O.O.O.O.O.O.O.O